Record 1
{
  "formula": "C5H24O7",
  "method": "ωB97M-V/def2-TZVPD",
  "homo_energy_ev": -9.6,
  "lumo_energy_ev": -1.28,
  "relative_energy_kj_mol": 880.13,
  "total_charge": 0,
  "spin_multiplicity": 1,
  "mol_weight_g_mol": 196.24,
  "energy_ha": -731.215673,
  "symbols": ["O", "H", "H", "H", "O", "H", "C", "O", "H", "H", "H", "H", "C", "O", "H", "H", "H", "H", "C", "O", "H", "H", "H", "H", "C", "O", "H", "H", "H", "H", "C", "O", "H", "H", "H", "H"],
  "xyz": [[31.091, 17.843, 39.401], [30.982, 17.154, 40.167], [31.442, 18.837, 39.693], [31.948, 17.399, 39.209], [32.962, 16.549, 38.100], [33.720, 16.345, 37.547], [32.251, 13.594, 39.282], [33.139, 14.602, 39.833], [32.637, 12.699, 39.620], [32.173, 13.560, 38.377], [31.123, 13.922, 39.528], [33.191, 15.343, 39.229], [30.374, 15.697, 35.801], [30.535, 16.283, 37.101], [30.816, 14.655, 36.119], [30.573, 16.274, 34.916], [29.268, 15.610, 35.616], [31.538, 16.322, 37.212], [33.753, 19.939, 37.023], [32.612, 19.149, 36.879], [34.748, 19.788, 36.539], [34.007, 19.908, 38.092], [33.429, 20.991, 36.807], [32.871, 18.174, 37.164], [36.086, 16.522, 39.343], [35.218, 17.621, 39.209], [36.803, 16.552, 39.942], [36.624, 16.094, 38.259], [35.525, 15.700, 39.845], [34.413, 17.394, 38.690], [35.249, 16.325, 35.677], [33.854, 16.328, 35.519], [35.707, 15.357, 36.102], [35.758, 17.315, 36.273], [35.771, 16.128, 34.719], [33.469, 16.667, 36.355]]
}

***

Record 2
{
  "formula": "C5H25MnN8O11",
  "method": "ωB97M-V/def2-TZVPD",
  "homo_energy_ev": [-11.0, -11.0],
  "lumo_energy_ev": [-6.59, -6.63],
  "total_charge": 1,
  "spin_multiplicity": 6,
  "mol_weight_g_mol": 428.24,
  "energy_ha": -2622.124505,
  "symbols": ["Mn", "O", "C", "O", "O", "H", "O", "H", "H", "O", "H", "H", "O", "H", "H", "O", "H", "H", "C", "O", "N", "N", "H", "H", "H", "H", "C", "O", "N", "N", "H", "H", "H", "H", "C", "O", "N", "N", "H", "H", "H", "H", "C", "O", "N", "N", "H", "H", "H", "H"],
  "xyz": [[-3.182, 1.079, -1.044], [0.891, 1.134, -0.657], [-0.106, 0.630, 0.080], [0.194, -0.214, 0.938], [-1.313, 0.907, -0.230], [0.402, 1.564, -1.379], [2.281, -0.864, 2.464], [2.702, -0.004, 2.562], [1.446, -0.686, 1.983], [-2.128, 1.726, -2.784], [-2.448, 2.171, -3.582], [-1.233, 2.099, -2.628], [1.975, -3.578, 1.465], [1.790, -2.715, 1.086], [2.641, -3.399, 2.137], [2.417, 2.425, 1.497], [1.750, 3.009, 1.124], [2.243, 1.571, 1.090], [-1.515, -0.685, 4.252], [-1.962, -0.740, 5.387], [-0.306, -1.189, 3.876], [-2.071, 0.149, 3.293], [-0.162, -1.291, 2.893], [0.271, -1.620, 4.573], [-1.476, 0.240, 2.490], [-2.837, 0.742, 3.538], [-2.540, -3.040, 1.002], [-3.396, -2.130, 1.008], [-1.243, -2.776, 0.801], [-2.820, -4.329, 1.288], [-0.888, -1.847, 0.664], [-0.616, -3.545, 0.980], [-3.772, -4.608, 1.441], [-2.158, -5.040, 1.033], [1.069, -1.774, -3.235], [-0.082, -1.442, -3.501], [2.018, -2.162, -4.121], [1.546, -1.891, -1.955], [2.985, -2.226, -3.880], [1.708, -2.136, -5.081], [1.036, -1.701, -1.108], [2.366, -2.413, -1.699], [0.321, 4.658, -2.126], [-0.199, 3.571, -1.807], [-0.322, 5.827, -2.281], [1.649, 4.715, -2.369], [0.108, 6.701, -2.506], [-1.266, 5.775, -1.928], [2.132, 5.535, -2.685], [2.098, 3.815, -2.359]]
}

***

Record 3
{
  "formula": "C5H25N2O5",
  "method": "ωB97M-V/def2-TZVPD",
  "homo_energy_ev": -12.1,
  "lumo_energy_ev": -2.64,
  "relative_energy_kj_mol": 239.42,
  "total_charge": 1,
  "spin_multiplicity": 1,
  "mol_weight_g_mol": 193.26,
  "energy_ha": -690.952376,
  "symbols": ["N", "C", "C", "N", "C", "C", "C", "H", "H", "H", "H", "H", "H", "H", "H", "H", "H", "H", "H", "H", "H", "H", "H", "H", "O", "H", "H", "O", "H", "H", "O", "H", "H", "O", "H", "H", "O"],
  "xyz": [[1.558, -0.355, 0.965], [1.359, -1.124, -0.278], [0.305, -0.613, -1.262], [-0.719, 0.167, -0.575], [-2.166, 0.361, 1.450], [-1.726, -0.552, 0.290], [-2.886, -0.841, -0.692], [2.213, 0.402, 0.747], [0.703, 0.181, 1.105], [1.837, -0.865, 1.798], [1.106, -2.185, -0.006], [2.276, -1.386, -0.792], [0.168, -1.532, -1.922], [0.694, 0.114, -1.983], [-1.310, 0.707, -1.186], [-3.106, 0.017, 1.848], [-2.319, 1.399, 1.198], [-1.282, 0.479, 2.125], [-1.383, -1.527, 0.677], [-2.671, -0.779, -1.711], [-3.139, -1.920, -0.475], [-3.779, -0.254, -0.421], [1.840, 1.147, 4.234], [2.623, -0.159, 4.107], [1.927, 0.360, 3.680], [-1.557, -0.467, -3.665], [-2.396, -0.689, -4.964], [-1.839, -1.120, -4.307], [0.606, -2.831, 3.347], [1.272, -3.427, 2.228], [0.926, -2.554, 2.467], [-0.054, 5.457, -1.697], [-0.012, 5.124, -3.174], [-0.143, 4.718, -2.310], [3.656, 1.665, -1.052], [3.882, 1.729, 0.450], [3.533, 1.151, -0.246]]
}

***

Record 4
{
  "formula": "C5H25NO7",
  "method": "ωB97M-V/def2-TZVPD",
  "homo_energy_ev": -9.8,
  "lumo_energy_ev": 0.38,
  "relative_energy_kj_mol": 399.64,
  "total_charge": 0,
  "spin_multiplicity": 1,
  "smiles": "C=CCCNC.O.O.O.O.O.O.O",
  "mol_weight_g_mol": 211.26,
  "energy_ha": -786.780957,
  "symbols": ["C", "C", "C", "C", "N", "C", "H", "H", "H", "H", "H", "H", "H", "H", "H", "H", "H", "O", "H", "H", "O", "H", "H", "O", "H", "H", "O", "H", "H", "O", "H", "H", "O", "H", "H", "O", "H", "H"],
  "xyz": [[1.418, -1.672, -1.568], [0.890, -0.589, -1.986], [-0.282, -0.548, -2.823], [-1.542, -0.820, -1.855], [-1.505, 0.276, -0.746], [-2.857, 0.552, -0.296], [1.203, -2.665, -1.920], [2.166, -1.806, -0.736], [1.213, 0.450, -1.665], [-0.472, 0.552, -3.328], [-0.290, -1.462, -3.491], [-2.486, -0.755, -2.368], [-1.548, -1.795, -1.467], [-0.934, -0.181, 0.075], [-3.184, 0.263, 0.754], [-3.705, 0.208, -0.975], [-2.969, 1.742, -0.308], [-0.225, 2.495, 1.638], [0.233, 2.680, 0.849], [-0.442, 1.671, 1.663], [-0.202, 2.708, -1.021], [-0.867, 1.946, -1.217], [-0.478, 3.430, -1.579], [1.169, 0.710, 3.409], [1.350, 0.229, 2.540], [0.532, 1.515, 3.439], [-0.539, -1.102, 3.005], [-0.203, -0.248, 3.462], [-0.958, -0.865, 2.219], [1.447, -2.956, 1.673], [0.917, -3.444, 1.084], [0.895, -2.692, 2.457], [2.992, 0.944, -0.252], [3.282, 1.842, -0.393], [2.212, 0.893, -0.816], [0.981, -0.322, 0.893], [0.967, -1.173, 1.014], [1.818, -0.013, 0.635]]
}

***

Record 5
{
  "formula": "C5H25NO9",
  "method": "ωB97M-V/def2-TZVPD",
  "homo_energy_ev": [-6.5, -5.1],
  "lumo_energy_ev": [2.78, -1.26],
  "relative_energy_kj_mol": 126.50,
  "total_charge": -1,
  "spin_multiplicity": 2,
  "mol_weight_g_mol": 243.25,
  "energy_ha": -937.281683,
  "symbols": ["C", "N", "C", "C", "C", "O", "C", "O", "H", "H", "H", "H", "H", "H", "H", "H", "H", "H", "H", "H", "H", "O", "H", "H", "O", "H", "H", "O", "H", "H", "O", "H", "H", "O", "H", "H", "O", "H", "H", "O"],
  "xyz": [[-2.168, -0.137, -1.185], [-0.801, 0.494, -0.970], [-0.287, 0.938, 0.337], [-0.991, 0.378, 1.541], [-0.742, 1.205, 2.822], [-1.409, 0.677, 3.883], [1.268, 0.759, 0.385], [1.890, 1.606, -0.577], [-2.726, 0.113, -0.225], [-2.666, 0.330, -2.069], [-2.098, -1.130, -1.441], [-0.125, -0.064, -1.597], [-0.293, 2.045, 0.284], [-2.037, 0.200, 1.364], [-0.704, -0.635, 1.794], [0.271, 1.112, 3.107], [-1.041, 2.193, 2.651], [1.582, -0.259, 0.143], [1.759, 1.208, 1.287], [-0.061, -2.329, -1.530], [0.319, -2.231, -0.040], [-0.480, -2.509, -0.614], [0.843, 0.877, -2.904], [1.878, 1.248, -1.609], [1.733, 0.929, -2.850], [-0.870, -3.500, 1.247], [-0.809, -3.003, 2.821], [-0.638, -3.812, 2.182], [3.178, 0.039, -2.103], [3.549, 0.222, -0.584], [3.615, -0.378, -1.361], [1.345, -0.704, -2.937], [0.097, -1.263, -4.054], [0.677, -1.536, -3.240], [0.934, 3.239, -0.687], [1.258, 3.719, -1.950], [0.799, 4.042, -1.205], [-1.617, -0.640, 3.553], [-2.653, -1.674, 2.953], [-1.778, -1.771, 3.377]]
}

***

Record 6
{
  "formula": "C5H25NO9",
  "method": "ωB97M-V/def2-TZVPD",
  "homo_energy_ev": -9.5,
  "lumo_energy_ev": 0.31,
  "relative_energy_kj_mol": 313.80,
  "total_charge": 0,
  "spin_multiplicity": 1,
  "smiles": "CCN(C=O)CCO.O.O.O.O.O.O.O",
  "mol_weight_g_mol": 243.25,
  "energy_ha": -937.344521,
  "symbols": ["C", "C", "N", "C", "O", "C", "C", "O", "H", "H", "H", "H", "H", "H", "H", "H", "H", "H", "H", "O", "H", "H", "O", "H", "H", "O", "H", "H", "O", "H", "H", "O", "H", "H", "O", "H", "H", "O", "H", "H"],
  "xyz": [[-2.131, -0.384, 1.877], [-1.474, -1.672, 1.282], [-1.660, -1.787, -0.154], [-1.429, -0.703, -0.960], [-1.684, 0.424, -0.560], [-1.484, -3.119, -0.636], [0.009, -3.681, -0.459], [0.981, -2.701, -0.298], [-2.419, 0.583, 1.373], [-1.786, -0.152, 2.912], [-3.176, -0.623, 2.068], [-1.974, -2.560, 1.913], [-0.394, -1.702, 1.564], [-1.249, -0.810, -2.018], [-2.153, -3.791, -0.106], [-1.721, -3.077, -1.708], [0.125, -4.297, 0.540], [0.214, -4.517, -1.168], [0.824, -1.861, -0.788], [3.472, 1.124, -0.477], [3.572, 0.286, -0.109], [4.457, 1.517, -0.405], [1.044, 2.366, 1.750], [1.885, 2.123, 1.382], [1.267, 2.905, 2.489], [0.888, 3.762, -1.742], [-0.047, 3.872, -1.716], [1.045, 3.496, -2.600], [-1.591, 3.162, -1.385], [-2.039, 2.331, -1.528], [-1.813, 3.525, -0.516], [-1.268, 3.634, 1.364], [-1.071, 2.654, 1.517], [-0.529, 3.708, 0.712], [1.057, -0.147, -1.629], [0.788, 0.581, -1.019], [1.981, 0.174, -1.692], [3.501, -1.342, 0.239], [3.092, -1.692, 1.058], [2.892, -1.607, -0.367]]
}